<1>
Density functional theory data (ωB97M-V with the def2-TZVPD basis set) for a 6-piece molecular cluster, C6H24O6 overall.

Geometry (Å):
C: -0.43402 0.36300 -0.24342
O: 0.49100 -0.64001 -0.11309
H: -1.43324 -0.03987 0.11703
H: -0.26176 1.22907 0.37417
H: -0.59215 0.73059 -1.26262
H: 1.40514 -0.29945 -0.21989
C: -0.16820 -2.77313 2.30815
O: -0.97336 -3.62454 1.53598
H: 0.39528 -3.36843 2.97324
H: 0.46484 -2.15181 1.69483
H: -0.77827 -2.08890 2.94156
H: -1.02967 -3.35594 0.61036
C: -3.29290 2.40421 -1.93216
O: -4.07164 1.24041 -2.06234
H: -3.88975 3.26404 -1.53735
H: -2.35864 2.29265 -1.36324
H: -2.97777 2.77064 -2.91460
H: -3.69305 0.59751 -1.50450
C: -3.23583 -1.14331 1.98570
O: -3.85202 -0.62620 0.81246
H: -2.25053 -0.74632 1.95364
H: -3.69413 -0.84591 2.94350
H: -3.09857 -2.21401 1.90849
H: -4.74112 -0.93668 0.64037
C: 4.03766 1.47096 -2.68434
O: 3.36661 2.27516 -1.67885
H: 5.08421 1.77099 -2.80620
H: 3.97479 0.40573 -2.32325
H: 3.66411 1.59325 -3.69540
H: 3.17071 3.21215 -1.94396
C: 3.49333 -0.32472 1.21152
O: 3.21836 0.06662 -0.11650
H: 4.54259 -0.12412 1.50683
H: 2.70473 -0.01479 1.91531
H: 3.47946 -1.39674 1.17151
H: 3.33381 1.02789 -0.20295

Values from the calculation:
net charge	0
E_HOMO	-10.0	eV
SMILES string	CO.CO.CO.CO.CO.CO

=====

<2>
Density functional theory data (ωB97M-V with the def2-TZVPD basis set) for a 6-piece molecular cluster, C6H24O6 overall.

Geometry (Å):
C: 1.14236 7.16179 1.49713
O: 1.89564 6.09208 0.83559
H: 0.18849 6.82956 1.90681
H: 1.81808 7.47718 2.29214
H: 0.84633 7.98340 0.84488
H: 2.82838 6.31920 0.83388
C: 0.46181 0.50166 -1.66375
O: -0.09453 1.06302 -0.51250
H: 0.44992 -0.57267 -1.47999
H: -0.18674 0.69431 -2.51838
H: 1.44788 0.95792 -1.75075
H: 0.33635 1.88626 -0.27118
C: -1.76097 3.37038 6.51678
O: -1.65720 4.32698 7.50262
H: -2.56818 2.66161 6.70168
H: -2.03936 3.86252 5.58491
H: -0.81431 2.87103 6.31045
H: -1.35229 5.18064 7.18650
C: -3.89656 -2.68172 3.21615
O: -4.10479 -1.36879 2.66486
H: -3.94092 -3.38764 2.38681
H: -2.93298 -2.78881 3.71429
H: -4.74904 -2.79206 3.88636
H: -3.35719 -1.08445 2.13397
C: 6.89833 -4.00067 -2.24044
O: 7.35311 -4.80772 -3.32386
H: 7.53695 -4.21664 -1.38392
H: 6.88050 -2.94250 -2.50133
H: 5.87898 -4.31523 -2.01663
H: 7.36147 -5.70398 -2.97999
C: -3.47408 -4.48564 -7.03951
O: -2.40142 -5.05528 -7.74544
H: -3.83579 -5.28520 -6.39298
H: -3.18926 -3.63898 -6.41491
H: -4.31249 -4.20307 -7.67617
H: -2.65648 -5.90846 -8.10409

Values from the calculation:
net charge	0
E_HOMO	-10.2	eV
SMILES string	CO.CO.CO.CO.CO.CO

=====

Order of stability, best first: <1>, <2>

=====

<1>
Density functional theory data (ωB97M-V with the def2-TZVPD basis set) for the molecule C7H5N.

Geometry (Å):
C: 2.21040 -0.79896 -0.26012
C: 0.93726 -0.34473 0.25092
C: 0.66326 1.20876 0.34922
C: -0.65858 1.41365 -0.10095
C: -1.39470 0.12330 0.01943
C: -2.77803 -0.13302 -0.05079
N: -3.89557 -0.53086 -0.10461
C: -0.45591 -0.92785 0.41461
H: 2.45539 -1.90596 -0.73761
H: 3.19108 -0.44041 -0.72413
H: 1.32589 2.02726 0.45915
H: -1.02223 2.34298 -0.50977
H: -0.57826 -2.03414 0.99464

Values from the calculation:
net charge	0
E_HOMO	-8.8	eV
SMILES string	C=C1C=CC(C#N)=C1

=====

<2>
Density functional theory data (ωB97M-V with the def2-TZVPD basis set) for C7H5N as an isolated structure.

Geometry (Å):
C: 1.42221 1.51024 -2.05548
C: 0.74017 0.42620 -1.31737
C: 1.47536 -0.73012 -0.65490
C: 0.81575 -1.07779 0.48651
C: -0.33205 -0.29802 0.74529
C: -0.40006 0.54709 -0.45559
C: -1.66397 -0.36572 1.43825
H: 0.91621 2.46542 -2.31165
H: 2.42994 1.17445 -2.53324
H: 2.43576 -1.31962 -0.80308
H: 1.38608 -1.74340 1.60118
H: -1.28298 1.25095 -0.44466
N: -2.60420 -0.27129 2.19588

Values from the calculation:
net charge	0
E_HOMO	-8.8	eV

=====

<3>
Density functional theory data (ωB97M-V with the def2-TZVPD basis set) for C7H5N as an isolated structure.

Geometry (Å):
C: -1.19064 -0.77954 0.56381
C: -0.93997 -1.96473 -0.13357
C: 0.93552 -1.18086 -1.23344
C: -0.23655 0.18269 0.30764
C: 0.82161 0.02026 -0.57947
C: 0.16785 1.52329 0.57701
C: 0.64292 2.71983 0.69250
N: 0.06748 -2.14684 -0.96690
H: -2.04436 -0.67006 1.21443
H: -1.59755 -2.81787 -0.01468
H: 1.70795 -1.40761 -1.95460
H: 1.46185 3.12280 0.11367
H: 0.20388 3.39864 1.41360

Values from the calculation:
net charge	0
E_HOMO (spin up / spin down)	-8.5 / -8.5	eV

=====

Order of stability, best first: <1>, <3>, <2>

=====

<1>
Density functional theory data (ωB97M-V with the def2-TZVPD basis set) for a 2-piece molecular cluster, C2H10N3O overall.

Geometry (Å):
C: 0.46143 0.25347 1.88542
N: 0.02195 -0.62278 0.79943
C: 0.43052 -0.50530 -0.45476
N: -0.20103 -1.24724 -1.37821
N: 1.48365 0.22383 -0.80094
H: 0.03047 1.23134 1.69408
H: 1.55862 0.31401 1.91361
H: 0.26893 -0.21644 2.83999
H: -0.39222 -1.51033 1.03601
H: -1.15959 -1.52958 -1.23015
H: -0.00292 -1.03004 -2.34066
H: 1.68540 0.38275 -1.77452
H: 2.24758 0.33922 -0.14220
H: -1.58860 2.31969 0.12371
H: -2.44098 1.11461 0.50232
O: -1.85440 1.43735 -0.19107

Values from the calculation:
net charge	+1
E_HOMO	-14.7	eV

=====

<2>
Density functional theory data (ωB97M-V with the def2-TZVPD basis set) for C2H10N3O as an isolated structure.

Geometry (Å):
C: 0.37761 2.19444 -1.88827
C: 1.19730 -0.42823 0.22437
N: 2.02976 -0.18599 -0.78290
N: -1.39719 -0.64867 2.07973
N: 0.04449 -1.05952 0.09521
O: 0.26815 1.03486 -2.06519
H: 1.18582 2.52085 -1.23135
H: -0.34599 2.83808 -2.37435
H: 1.26217 -0.00351 1.22323
H: 3.03567 0.10484 -0.57315
H: 1.63934 -0.49642 -1.68478
H: -1.17421 -1.24820 2.90349
H: -1.26925 0.30862 2.32969
H: -2.49772 -0.67500 2.11182
H: -0.67000 -1.01829 0.98544
H: -0.25518 -1.43696 -0.84257

Values from the calculation:
net charge	+1
E_HOMO	-13.6	eV

=====

Order of stability, best first: <1>, <2>

=====

<1>
Density functional theory data (ωB97M-V with the def2-TZVPD basis set) for CH2N2P2 as an isolated structure.

Geometry (Å):
C: -0.52666 0.68404 0.55805
N: -1.60612 1.32416 0.28739
N: -2.24024 -1.18731 -0.10249
P: -2.92316 0.22694 -0.15902
P: -0.58124 -1.15382 0.35183
H: 0.34590 1.30144 0.84804
H: -0.15505 -0.88402 -1.04493

Values from the calculation:
net charge	0
E_HOMO	-9.5	eV

=====

<2>
Density functional theory data (ωB97M-V with the def2-TZVPD basis set) for a 2-piece molecular cluster, CH2N2P2 overall.

Geometry (Å):
C: -0.60890 -1.64955 -0.28946
N: -0.90512 -1.19975 0.71159
N: 0.60777 1.41133 0.66571
P: 0.49158 1.40443 2.14485
P: 0.73148 1.67285 -0.91413
H: -0.46473 -1.99651 -1.23248
H: 0.14792 0.35720 -1.08608

Values from the calculation:
net charge	0
E_HOMO	-7.2	eV

=====

Order of stability, best first: <1>, <2>

=====

<1>
Density functional theory data (ωB97M-V with the def2-TZVPD basis set) for the molecule C4H8ClN2P.

Geometry (Å):
C: -0.08861 -1.82440 -1.72638
C: -0.07611 -0.61653 -0.85451
N: -0.42766 -0.62585 0.36755
N: -0.30097 0.59884 0.97119
C: -0.89210 0.58839 2.49875
P: 0.25758 1.91442 0.06176
Cl: 2.31606 2.11562 0.88809
C: 0.56873 0.62222 -1.38664
H: -0.78562 -1.72722 -2.62118
H: -0.42957 -2.63732 -0.97642
H: 0.97382 -1.91600 -1.96365
H: -0.74755 1.62450 2.93685
H: -1.98389 0.39738 2.36215
H: -0.20790 0.00874 3.10554
H: 1.53619 0.41008 -1.35154
H: 0.28760 1.06713 -2.31155

Values from the calculation:
net charge	0
E_HOMO	-8.3	eV
SMILES string	CC1=NN(C)P(Cl)C1

=====

<2>
Density functional theory data (ωB97M-V with the def2-TZVPD basis set) for the molecule C4H8ClN2P.

Geometry (Å):
C: -1.80298 -1.46763 0.52901
C: -0.62928 -0.66518 0.12422
N: -0.51340 0.57389 0.43685
N: 0.73112 1.13958 0.18458
C: 0.68137 2.60870 0.07146
P: 1.78128 0.01817 -0.82951
Cl: 2.86115 -0.62787 0.79229
C: 0.34347 -1.21895 -0.91011
H: -1.52937 -1.96153 1.49457
H: -1.89061 -2.20379 -0.28926
H: -2.65840 -0.84406 0.63974
H: 0.04675 2.74653 -0.82465
H: 0.38112 2.73752 1.08514
H: 1.75796 2.85695 -0.02756
H: 0.39477 -2.31059 -0.60793
H: 0.04503 -1.38176 -1.86884

Values from the calculation:
net charge	0
E_HOMO	-8.1	eV
SMILES string	CC1=NN(C)P(Cl)C1

=====

Order of stability, best first: <1>, <2>

=====

<1>
Density functional theory data (ωB97M-V with the def2-TZVPD basis set) for a 3-piece molecular cluster, C4H13O4 overall.

Geometry (Å):
C: -1.92657 0.20543 0.99280
O: -2.98028 -0.63064 0.52101
C: -0.62646 -0.49589 1.19883
C: -0.07075 -0.60108 -0.16927
C: 1.19528 -1.54425 -0.20059
O: -0.00585 0.67854 -0.54460
H: -2.11917 0.26716 2.06770
H: -1.94157 0.99769 0.26333
H: -0.13126 0.36530 1.51271
H: -0.82812 -1.36040 1.75724
H: -0.75110 -0.84893 -1.01995
H: 0.91402 -2.52179 -0.67542
H: 1.47643 -1.81512 0.83467
H: 2.10908 -1.12229 -0.61719
H: 1.58664 1.90874 -2.44724
H: 0.81500 0.81282 -1.70268
H: -2.71134 -1.23801 -0.24297
O: 1.19894 1.13544 -2.70309
H: 2.24991 2.03085 0.16101
H: 0.95950 1.62463 0.22566
O: 1.58766 2.15180 0.78803

Values from the calculation:
net charge	-1
E_HOMO	-4.3	eV

=====

<2>
Density functional theory data (ωB97M-V with the def2-TZVPD basis set) for a 3-piece molecular cluster, C4H13O4 overall.

Geometry (Å):
C: -0.50503 -1.13375 1.19269
O: 0.44856 -1.13264 0.15884
C: -1.00213 0.32006 1.55519
C: -0.44595 1.40380 0.59112
C: -1.08694 1.31660 -0.78396
O: 0.95680 1.25669 0.67044
H: -0.10086 -1.60800 2.09242
H: -1.35824 -1.73050 0.83608
H: -2.08617 0.31999 1.59846
H: -0.54715 0.60169 2.53063
H: -0.64895 2.37338 1.05354
H: -2.16419 1.13823 -0.69349
H: -0.58255 0.46604 -1.26715
H: -0.72693 2.10140 -1.49805
H: 0.96795 -0.11121 0.46836
H: -1.19231 -3.28465 -0.54255
H: 0.02912 -2.50244 -0.86243
O: -0.52363 -3.30003 -1.21759
H: 2.10807 0.72990 -1.76453
H: 1.72788 1.51371 -0.66277
O: 1.98162 1.65898 -1.68097

Values from the calculation:
net charge	-1
E_HOMO	-4.7	eV

=====

Order of stability, best first: <2>, <1>

=====

<1>
Density functional theory data (ωB97M-V with the def2-TZVPD basis set) for a 3-piece molecular cluster, C3H11NO3S overall.

Geometry (Å):
N: 0.12104 -1.73974 1.10846
C: 0.20832 -1.19581 -0.21402
C: 1.61523 -0.60188 -0.36632
O: 1.96245 0.41540 0.15634
C: -0.85547 -0.11894 -0.54310
S: -2.45562 -0.32047 0.32301
H: 0.73144 -1.30547 1.78639
H: -0.60162 -2.23619 1.59470
H: 0.05925 -2.01930 -0.91475
H: 2.23548 -1.21027 -1.04707
H: -0.55459 0.91684 -0.48595
H: -1.29533 -0.16256 -1.54128
H: -2.31916 0.55426 1.30133
O: 1.01318 0.94626 -2.87886
H: 0.79191 1.60726 -2.22971
H: 1.91057 1.19695 -3.06543
O: 0.74760 2.20637 2.10758
H: 0.84392 2.37832 1.17125
H: 0.50581 1.27179 2.08098

Values from the calculation:
net charge	0
E_HOMO	-9.3	eV
SMILES string	N[C@H](C=O)CS.O.O

=====

<2>
Density functional theory data (ωB97M-V with the def2-TZVPD basis set) for a 3-piece molecular cluster, C3H11NO3S overall.

Geometry (Å):
N: 0.62285 -2.35433 0.80121
C: 0.12507 -1.70014 -0.39241
C: 1.25768 -1.70053 -1.49352
O: 1.01707 -1.73824 -2.65950
C: -0.10883 -0.22929 -0.07038
S: -1.85533 0.23126 0.17214
H: 1.40044 -1.89517 1.27566
H: 0.54294 -3.27706 0.90266
H: -0.73603 -2.30400 -1.02928
H: 2.17003 -1.53648 -1.04225
H: 0.61099 0.11557 0.64721
H: 0.24422 0.30937 -1.05189
H: -2.17121 -0.67653 0.95907
O: -0.13988 3.23078 -0.54443
H: -0.87642 3.62249 -0.96501
H: -0.24116 2.33258 -1.13959
O: -0.32964 2.71248 2.08606
H: -0.73082 2.88207 1.19716
H: -0.80195 1.97518 2.34711

Values from the calculation:
net charge	0
E_HOMO	-9.1	eV
SMILES string	N[C@H](C=O)CS.O.O

=====

Order of stability, best first: <1>, <2>

=====

<1>
Density functional theory data (ωB97M-V with the def2-TZVPD basis set) for a 2-piece molecular cluster, C16H17N overall.

Geometry (Å):
C: 3.36490 0.51285 -3.26929
C: 2.14533 0.43527 -2.53969
C: 1.42253 1.62558 -2.16205
N: 0.39658 1.19900 -1.34917
C: 0.33832 -0.19450 -1.20500
C: -0.52520 -1.09034 -0.55388
C: -0.05984 -2.37714 -0.35677
C: 1.21547 -2.87614 -0.76761
C: 1.89985 -2.03590 -1.62302
C: 1.47629 -0.64606 -1.88475
H: 3.84959 -0.39984 -3.51272
H: 4.29374 0.90340 -2.71962
H: 3.17762 1.29811 -3.99124
H: 1.92579 2.45855 -2.11463
H: -0.29831 1.92987 -1.08091
H: -1.41953 -0.89150 0.08068
H: -0.65900 -3.02208 0.23190
H: 1.58533 -3.78848 -0.51118
H: 2.86004 -2.39580 -2.08699
C: -3.99628 0.77891 1.40409
C: -2.67602 0.85518 2.08143
C: -2.05599 -0.38559 2.61875
C: -0.72587 -0.53569 2.87502
C: 0.18249 0.57099 2.65453
C: -0.36337 1.78348 2.27012
C: -1.86957 1.90691 1.98895
H: -4.76244 0.79523 2.01428
H: -4.13159 -0.22116 0.97954
H: -4.04523 1.42756 0.49202
H: -2.79508 -1.20819 2.77235
H: -0.25422 -1.43040 3.30466
H: 1.29546 0.54237 2.85016
H: 0.08386 2.73848 2.08051
H: -2.12044 2.90403 1.47042

Values from the calculation:
net charge	0
E_HOMO	-7.4	eV
SMILES string	Cc1c[nH]c2ccccc12.Cc1ccccc1

=====

<2>
Density functional theory data (ωB97M-V with the def2-TZVPD basis set) for a 2-piece molecular cluster, C16H17N overall.

Geometry (Å):
C: 2.63212 0.18099 0.04439
C: 1.88900 -0.55616 -1.02605
C: 2.00588 -1.91444 -1.07483
N: 1.22450 -2.44797 -2.07998
C: 0.58250 -1.39714 -2.69524
C: -0.08875 -1.43417 -3.91359
C: -0.64201 -0.25591 -4.37749
C: -0.33420 0.95410 -3.74100
C: 0.54463 1.00755 -2.67412
C: 0.96475 -0.18613 -2.07867
H: 2.97582 -0.51709 0.80671
H: 2.01261 0.87936 0.57104
H: 3.50867 0.73083 -0.27452
H: 2.84790 -2.44533 -0.65603
H: 0.98104 -3.41372 -2.18638
H: -0.18054 -2.35276 -4.47989
H: -1.33578 -0.18725 -5.20465
H: -0.71333 1.90390 -4.08869
H: 0.94637 1.93091 -2.27350
C: -1.33477 -1.04919 4.20451
C: -1.41201 0.07466 3.20968
C: -1.43596 1.39100 3.64456
C: -1.42539 2.46732 2.75224
C: -1.41664 2.17276 1.39748
C: -1.14170 0.88269 0.94941
C: -1.24828 -0.16486 1.84767
H: -2.21236 -1.68947 4.24386
H: -1.20714 -0.65976 5.21390
H: -0.41870 -1.61912 4.03716
H: -1.40839 1.60610 4.70765
H: -1.55298 3.47478 3.11545
H: -1.55602 2.99964 0.70988
H: -0.91009 0.79925 -0.10357
H: -1.14075 -1.16536 1.47263

Values from the calculation:
net charge	0
E_HOMO	-7.8	eV
SMILES string	Cc1c[nH]c2ccccc12.Cc1ccccc1

=====

Order of stability, best first: <2>, <1>